# 1
# C3H9NO3

A structure of composition C3H9NO3 (the ωB97M-V functional and the def2-TZVPD basis, the Open Molecules 2025 dataset).

Last column: natural (NBO) charge in e.
Element x y z (Å)
C (-0.877200, 0.261581, -0.902431)  0.505
C (1.832874, 0.638140, -0.010890)  -0.201
C (-0.266823, -0.997638, 1.135382)  -0.442
N (0.187608, -0.194535, 0.013132)  -0.170
O (1.208330, -0.919271, -0.735428)  -0.560
O (-1.718997, -0.741261, -1.336726)  -0.690
O (-1.658729, 1.233157, -0.242076)  -0.725
H (-1.078110, 1.919610, 0.105983)  0.478
H (-2.369816, -0.912351, -0.644067)  0.476
H (-0.359533, 0.649330, -1.782935)  0.154
H (2.833407, 0.309026, -0.281377)  0.185
H (1.551437, 1.498368, -0.612703)  0.185
H (1.812247, 0.864723, 1.056511)  0.179
H (0.568770, -1.133580, 1.820580)  0.211
H (-1.088700, -0.493785, 1.647205)  0.208
H (-0.576765, -1.981514, 0.769839)  0.206

Atoms 1-2, force components in eV/Å:
C 0.288 -0.177 0.288
C 1.007 -1.025 -0.828

Output
ΔE to the lowest compared entry with this formula, charge and spin (kcal/mol): 143.7
E_HOMO (eV): -8.1
LUMO level (eV): 0.534
Net charge: 0
Frontier orbital gap (eV): 8.5974

# 2
# C42H77N3O18

A cluster of 11 separate species, C42H77N3O18 in total (the ωB97M-V functional and the def2-TZVPD basis, the Open Molecules 2025 dataset).

Last column: Mulliken charge in e.
Element x y z (Å)
C (-5.438401, 6.173122, -2.654355)  -1.109
C (-6.317611, 7.337112, -2.991255)  -0.199
O (-7.110761, 7.114002, -4.100265)  -0.310
C (-6.714321, 6.850442, -5.402625)  0.734
C (-7.865331, 6.189832, -6.235655)  -0.947
O (-5.635711, 7.278342, -5.967565)  -0.579
H (-4.695921, 6.484842, -1.919755)  0.366
H (-4.767131, 5.964462, -3.487395)  0.327
H (-6.065681, 5.322882, -2.386605)  0.289
H (-6.958071, 7.611602, -2.153065)  0.275
H (-5.644171, 8.172252, -3.183905)  0.318
H (-8.101791, 5.174332, -5.917965)  0.208
H (-7.676361, 6.145132, -7.308215)  0.299
H (-8.744041, 6.700242, -5.841365)  0.326
C (-4.198261, -3.326988, 4.660195)  -1.169
C (-2.968381, -3.176338, 5.559135)  -0.093
O (-3.245091, -2.664128, 6.814415)  -0.289
C (-2.392621, -2.656198, 7.890835)  0.720
C (-2.877281, -1.959268, 9.055785)  -1.002
O (-1.275271, -3.178768, 7.898105)  -0.569
H (-5.091291, -3.759408, 5.111435)  0.328
H (-3.980521, -3.869578, 3.740255)  0.355
H (-4.516711, -2.350508, 4.295285)  0.302
H (-2.449371, -4.128808, 5.451785)  0.292
H (-2.397181, -2.383158, 5.076765)  0.210
H (-3.809271, -2.296158, 9.509665)  0.315
H (-2.933861, -0.876228, 8.946645)  0.268
H (-2.176861, -2.169108, 9.864175)  0.332
C (-7.362351, 0.828042, -5.320775)  -0.764
C (-6.204301, 0.171552, -6.074185)  -0.370
O (-5.831331, 1.046432, -7.165145)  -0.299
C (-5.983241, 0.563072, -8.383495)  0.782
C (-5.875031, 1.601372, -9.491775)  -0.985
O (-6.388101, -0.571048, -8.709975)  -0.587
H (-7.435801, 1.885922, -5.572985)  0.110
H (-6.998021, 0.783762, -4.294425)  0.280
H (-8.260911, 0.260852, -5.563635)  0.308
H (-5.345091, -0.042628, -5.438585)  0.372
H (-6.456611, -0.871808, -6.263515)  0.310
H (-4.883031, 2.026162, -9.645315)  0.264
H (-6.454341, 2.516702, -9.370605)  0.262
H (-6.174321, 1.120822, -10.423225)  0.317
C (2.319079, 3.559172, 4.163485)  -1.004
C (3.055389, 2.316142, 4.716795)  -0.219
O (3.217119, 2.583092, 6.150795)  -0.315
C (2.239399, 2.283422, 7.015095)  0.728
C (2.561759, 2.657812, 8.457735)  -1.009
O (1.106119, 1.857902, 6.744685)  -0.576
H (1.906059, 3.407902, 3.166175)  0.350
H (3.050999, 4.365752, 4.120735)  0.268
H (1.425389, 3.792162, 4.742395)  0.291
H (2.578389, 1.364402, 4.482775)  0.268
H (4.027349, 2.065842, 4.291615)  0.327
H (3.052629, 3.613612, 8.641065)  0.322
H (3.221439, 1.888372, 8.858825)  0.247
H (1.646489, 2.763432, 9.040165)  0.322
C (0.471409, -4.748798, -4.900565)  -0.939
C (-0.634641, -5.850418, -5.228585)  -0.342
O (-1.810141, -5.656328, -4.494115)  -0.357
C (-1.750571, -5.880968, -3.103965)  0.711
C (-2.995341, -5.475018, -2.352185)  -0.869
O (-0.793131, -6.281008, -2.469025)  -0.543
H (1.252189, -5.115698, -5.566805)  0.310
H (0.750429, -4.575048, -3.861305)  0.327
H (-0.095571, -3.876798, -5.226525)  0.270
H (-0.895881, -5.857188, -6.286785)  0.338
H (-0.253221, -6.845708, -5.000485)  0.325
H (-3.783331, -5.289038, -3.081975)  0.292
H (-2.770991, -4.550508, -1.820175)  0.163
H (-3.264821, -6.144758, -1.535535)  0.316
C (1.903979, -2.441258, 1.347325)  -1.200
C (2.069899, -1.305598, 0.395375)  -0.065
O (0.835239, -0.524028, 0.419355)  -0.297
C (-0.006231, -0.507338, -0.654825)  0.707
C (-1.354131, 0.153972, -0.379905)  -0.856
O (0.260829, -1.153008, -1.675905)  -0.617
H (1.416439, -3.217608, 0.757665)  0.286
H (1.319119, -2.327098, 2.260015)  0.303
H (2.858529, -2.806108, 1.726525)  0.385
H (2.916029, -0.829058, 0.890415)  0.282
H (2.439589, -1.690978, -0.554845)  0.250
H (-1.236481, 1.159432, -0.784005)  0.268
H (-1.501501, 0.119992, 0.699555)  0.283
H (-2.060881, -0.517198, -0.867905)  0.268
O (6.948209, -5.877198, 10.221375)  -0.570
C (6.569179, -5.180578, 9.270165)  0.699
O (7.398299, -4.768928, 8.313845)  -0.329
C (6.597239, -3.902218, 7.404405)  -0.320
C (5.437869, -3.477478, 8.307615)  -0.186
O (5.369119, -4.578248, 9.131105)  -0.308
H (7.313819, -3.173308, 7.025845)  0.265
H (6.399219, -4.517728, 6.526885)  0.244
H (4.485409, -3.265048, 7.822035)  0.271
H (5.624289, -2.596278, 8.921465)  0.234
O (9.772999, -2.041748, -5.165435)  -0.553
C (8.596909, -1.720188, -5.237295)  0.663
O (7.537959, -2.191988, -4.509685)  -0.311
C (6.408309, -1.262688, -4.736075)  -0.216
C (6.952939, -0.396488, -5.905605)  -0.273
O (8.281559, -0.753308, -6.123605)  -0.313
H (5.467889, -1.730348, -5.027635)  0.246
H (6.181469, -0.684388, -3.840415)  0.236
H (6.910169, 0.657662, -5.631675)  0.259
H (6.376939, -0.600658, -6.808185)  0.260
C (-0.808071, 3.813152, -7.614245)  -1.201
C (0.080559, 2.690582, -8.013095)  -0.262
C (0.728219, 2.031242, -6.881565)  -0.408
C (1.660249, 2.818282, -6.042455)  0.183
N (2.382819, 3.443952, -5.429485)  -0.417
H (-1.583721, 3.467272, -6.930995)  0.310
H (-1.309811, 4.210292, -8.496655)  0.302
H (-0.264251, 4.506672, -6.972845)  0.396
H (0.911429, 3.027952, -8.632725)  0.268
H (-0.534321, 1.981362, -8.567195)  0.271
H (1.352379, 1.194452, -7.195115)  0.271
H (-0.019841, 1.672762, -6.174455)  0.288
C (-5.168411, 5.219132, 7.130485)  -1.172
C (-6.440341, 5.645972, 6.316925)  -0.382
C (-7.192921, 4.478882, 5.755995)  -0.473
C (-6.671381, 3.914512, 4.520875)  0.246
N (-6.145091, 3.424152, 3.648595)  -0.396
H (-4.749801, 5.984632, 7.783835)  0.348
H (-4.364001, 4.790912, 6.532445)  0.318
H (-5.436831, 4.433912, 7.837215)  0.317
H (-6.098861, 6.434042, 5.645775)  0.315
H (-7.083901, 6.268752, 6.938275)  0.313
H (-8.235761, 4.752462, 5.595545)  0.297
H (-7.281191, 3.680702, 6.493035)  0.269
C (11.327389, -5.823298, 1.915025)  -1.157
C (12.053299, -4.430658, 1.610745)  -0.424
C (11.195379, -3.626218, 0.586325)  -0.270
C (10.154629, -2.921408, 1.307485)  0.185
N (9.217509, -2.400888, 1.884495)  -0.483
H (10.367499, -5.598728, 2.380085)  0.309
H (11.848509, -6.476658, 2.614785)  0.329
H (11.064889, -6.303348, 0.972295)  0.343
H (13.025259, -4.718898, 1.210365)  0.316
H (11.999569, -3.867868, 2.542665)  0.307
H (10.564899, -4.219588, -0.075865)  0.239
H (11.829629, -2.966378, -0.005645)  0.307

Atoms 1-2, force components in eV/Å:
C 0.460 -0.081 -0.255
C 2.068 1.101 0.437

Output
SMILES string: CCOC(C)=O.CCOC(C)=O.CCOC(C)=O.CCOC(C)=O.CCOC(C)=O.CCOC(C)=O.O=C1OCCO1.O=C1OCCO1.CCCC#N.CCCC#N.CCCC#N
ΔE to the lowest compared entry with this formula, charge and spin (kcal/mol): 0.0
E_HOMO (eV): -10.3
LUMO level (eV): -0.018
Net charge: 0
Frontier orbital gap (eV): 10.3073

# 3
# C16H10BrClF3N3O2

A structure of composition C16H10BrClF3N3O2 (the ωB97M-V functional and the def2-TZVPD basis, the Open Molecules 2025 dataset).

Last column: natural (NBO) charge in e.
Element x y z (Å)
O (-2.271032, -1.004056, -1.417627)  -0.577
C (-1.218685, -0.627206, -0.985950)  0.625
N (-0.401748, 0.201286, -1.548208)  -0.560
C (-0.325949, 0.844941, -2.671886)  0.086
C (-1.138277, 0.585078, -3.594795)  -0.240
C (-1.301984, 1.307714, -4.706946)  -0.123
C (-0.302425, 2.286987, -4.948783)  -0.162
C (0.747757, 2.245820, -4.186923)  -0.145
C (0.699433, 1.619880, -2.927202)  -0.022
Cl (1.974748, 2.066407, -1.842833)  0.031
H (1.322071, 2.932294, -4.383026)  0.214
C (-0.279796, 2.661363, -6.353330)  0.991
F (-0.129847, 4.176408, -6.295701)  -0.434
F (0.803717, 2.584732, -7.086425)  -0.312
F (-1.155833, 2.374495, -7.271122)  -0.283
H (-2.171402, 1.142906, -5.398620)  0.239
H (-2.060799, 0.058915, -3.306967)  0.263
H (0.457363, 0.568154, -0.737351)  0.434
C (-0.890539, -1.184974, 0.377232)  0.180
C (-1.546456, -1.950271, 1.393606)  -0.227
C (-0.594726, -2.150491, 2.530663)  -0.284
C (0.221951, -1.159958, 2.448232)  0.277
O (0.156065, -0.627488, 1.108114)  -0.476
C (1.411403, -0.735162, 3.273658)  -0.238
N (1.308361, -1.461832, 4.466828)  -0.112
C (0.393400, -0.639781, 5.307358)  -0.122
C (0.684267, -1.244453, 6.588360)  -0.135
C (1.422072, -2.395608, 6.274605)  -0.087
N (1.960775, -2.086923, 5.220279)  -0.174
H (1.925614, -2.942404, 7.000466)  0.206
Br (-0.521475, -1.172396, 8.112628)  0.045
H (-0.144381, 0.070756, 5.123603)  0.181
H (1.698651, 0.250400, 3.052444)  0.245
H (2.564204, -1.328435, 2.897703)  0.201
H (-0.767381, -2.645456, 3.414734)  0.240
H (-2.529117, -2.621643, 1.073182)  0.253

Atoms 1-2, force components in eV/Å:
O -1.669 -0.597 -1.240
C -2.156 -2.473 2.646

Output
E_HOMO (eV): -9.1
LUMO level (eV): -0.330
Net charge: 0
Frontier orbital gap (eV): 8.8139

# 4
# C44H32Br2IrN2O2S2

A structure of composition C44H32Br2IrN2O2S2 (the ωB97M-V functional and the def2-TZVPD basis, the Open Molecules 2025 dataset).

Last column: Mulliken spin population.
Element x y z (Å)
Ir (-1.739270, 0.645959, -0.730948)  2.136
Br (-7.491063, -2.282277, -2.623221)  0.007
C (-5.876597, -1.520246, -2.111556)  0.020
C (-4.711675, -2.278551, -2.087857)  -0.001
C (-3.542497, -1.666554, -1.701689)  0.028
N (-3.485295, -0.369910, -1.355623)  0.103
C (-4.616605, 0.375121, -1.369093)  0.032
C (-5.823390, -0.179454, -1.742479)  -0.003
C (-4.478859, 1.785225, -0.923405)  0.007
C (-5.527820, 2.681540, -0.904598)  0.012
C (-5.308459, 3.971415, -0.427998)  0.003
Br (-6.705722, 5.198390, -0.393814)  0.002
C (-4.044909, 4.325537, 0.024815)  -0.001
C (-3.039802, 3.383438, -0.031330)  -0.001
N (-3.251756, 2.149371, -0.501913)  0.103
H (-4.715834, -3.322960, -2.363740)  0.001
H (-2.613730, -2.218355, -1.658359)  -0.009
H (-6.728780, 0.407842, -1.743591)  0.002
H (-6.512474, 2.402787, -1.247323)  0.003
H (-3.844647, 5.312973, 0.414620)  0.001
H (-2.036923, 3.603536, 0.311200)  0.014
C (1.360602, 5.192213, -5.497484)  0.000
C (1.104218, 4.257087, -4.356383)  0.001
C (0.178905, 3.219424, -4.466329)  0.028
C (-0.059675, 2.362544, -3.404563)  0.030
C (0.651112, 2.547554, -2.224673)  -0.030
C (1.586082, 3.574446, -2.081527)  0.007
C (1.797335, 4.420994, -3.147666)  0.003
S (0.340468, 1.497126, -0.870762)  0.096
O (0.242298, 2.260141, 0.399627)  0.160
C (1.807462, 0.490926, -0.719433)  0.079
C (2.542662, 0.328371, -1.878306)  0.057
C (3.853516, -0.139990, -1.838746)  0.122
C (4.519953, -0.197972, -0.614273)  -0.029
C (5.932861, -0.334951, -0.562353)  0.099
C (6.599682, -0.136526, 0.613643)  -0.030
C (5.875585, 0.223228, 1.764228)  0.065
C (4.499159, 0.275011, 1.757553)  0.029
C (3.776973, 0.006961, 0.584288)  -0.007
C (2.312094, 0.034672, 0.542517)  0.090
C (1.619321, -0.434002, 1.719202)  0.136
C (2.359292, -1.352720, 2.587796)  -0.017
C (3.184057, -2.361338, 2.074108)  0.066
C (3.886742, -3.195729, 2.923540)  0.047
C (3.826210, -3.033141, 4.313145)  -0.013
C (2.984989, -2.088383, 4.846507)  0.113
C (2.195218, -1.278038, 3.997014)  -0.036
C (1.189126, -0.450898, 4.508277)  0.129
C (0.213990, 0.049920, 3.644901)  0.117
C (0.352784, -0.047704, 2.277615)  0.028
S (-1.297989, -0.051750, 1.503405)  0.124
O (-2.239523, 0.538062, 2.447050)  0.028
C (-1.491357, -1.815425, 1.477941)  -0.032
C (-0.713150, -2.583564, 0.619908)  0.016
C (-0.909484, -3.953484, 0.590036)  0.020
C (-1.878911, -4.559524, 1.395298)  0.009
C (-2.086066, -6.044705, 1.370414)  0.000
C (-2.645833, -3.753486, 2.238688)  0.003
C (-2.457770, -2.381487, 2.294886)  0.017
H (0.728432, 4.968606, -6.353316)  0.000
H (2.403127, 5.128520, -5.813231)  0.000
H (1.180696, 6.223877, -5.192664)  0.000
H (-0.365420, 3.086035, -5.391989)  0.001
H (-0.784755, 1.561065, -3.496451)  -0.021
H (2.116139, 3.715806, -1.147485)  0.000
H (2.507800, 5.232272, -3.050952)  0.000
H (2.109693, 0.601925, -2.830664)  0.020
H (4.389733, -0.320570, -2.761922)  -0.005
H (6.469878, -0.540292, -1.479547)  0.002
H (7.677727, -0.207666, 0.653011)  0.001
H (6.408474, 0.468393, 2.673588)  -0.002
H (3.978684, 0.559175, 2.661234)  0.001
H (3.252062, -2.513086, 1.005660)  0.000
H (4.493424, -3.988305, 2.505506)  -0.002
H (4.409189, -3.674595, 4.959302)  0.002
H (2.879989, -1.981326, 5.918751)  0.002
H (1.078996, -0.322644, 5.578184)  -0.002
H (-0.703390, 0.466567, 4.042468)  0.011
H (0.044672, -2.126977, -0.012798)  0.004
H (-0.305791, -4.566704, -0.067585)  0.002
H (-1.552033, -6.512720, 0.546174)  0.000
H (-3.144370, -6.290557, 1.284275)  0.000
H (-1.728623, -6.490171, 2.300431)  0.001
H (-3.404517, -4.208371, 2.863427)  0.000
H (-3.056645, -1.756944, 2.945407)  -0.001

Atoms 1-2, force components in eV/Å:
Ir -0.181 -0.003 0.180
Br 0.009 0.006 0.007

Output
ΔE to the lowest compared entry with this formula, charge and spin (kcal/mol): 42.4
E_HOMO (spin up / spin down) (eV): -15.5 / -15.8
LUMO level (spin up / spin down) (eV): -9.303 / -10.740
Spin multiplicity: 5
Net charge: +3
Frontier orbital gap (spin up / spin down) (eV): 6.2185 / 5.0318

no.,maximum force (eV/A)
1,2.042
2,7.583
3,15.083
4,0.256